Record 1
{"formula": "C3H7MnO2", "method": "ωB97M-V/def2-TZVPD", "lumo_energy_ev": [0.453, -0.038], "charge": 0, "multiplicity": 7, "orbital_gap_ev": [7.477, 9.422], "species": ["O", "C", "C", "O", "C", "Mn", "H", "H", "H", "H", "H", "H", "H"], "positions_angstrom": [[0.299751, -0.058483, -2.083845], [0.786042, 0.536275, -0.942668], [0.824151, -0.379960, 0.270046], [0.124485, 0.261474, 1.311113], [0.359556, -0.277564, 2.586984], [-0.293429, -1.676682, -2.575902], [0.237092, 1.481926, -0.756114], [1.822352, 0.898151, -1.105850], [1.895129, -0.591674, 0.448284], [0.556286, -1.445220, 0.416080], [0.131079, -1.356940, 2.614900], [1.421433, -0.162149, 2.863237], [-0.326511, 0.221411, 3.280857]], "forces_ev_per_angstrom": [[0.290, 0.805, -0.201], [0.249, 0.563, -0.604], [0.838, -0.414, 1.703], [0.289, 0.592, 0.337], [0.022, -0.307, -0.075], [-0.576, -1.357, -0.582], [-0.117, -0.683, 0.484], [-0.251, -0.293, -0.087], [0.217, 0.947, 0.782], [-1.050, -0.048, -1.783], [0.004, 0.089, -0.068], [-0.329, 0.120, 0.171], [0.413, -0.015, -0.076]], "nbo_charge": [-1.06, -0.07, -0.12, -0.53, -0.25, 0.84, 0.18, 0.15, 0.16, 0.17, 0.16, 0.17, 0.20]}

---

Record 2
{"formula": "C13H22F3O13PS3", "method": "ωB97M-V/def2-TZVPD", "smiles": "C=C[C@@H]1C[C@H](S(=O)(=O)C(F)(F)F)[C@@H](P(O)(O)=S)OS1(=O)=O.COC(=O)OC.COC(=O)OC", "lumo_energy_ev": -1.264, "charge": 0, "orbital_gap_ev": 8.049, "species": ["C", "C", "C", "C", "C", "S", "O", "O", "C", "F", "F", "F", "C", "P", "O", "O", "S", "O", "S", "O", "O", "H", "H", "H", "H", "H", "H", "H", "H", "H", "H", "C", "O", "C", "O", "O", "C", "H", "H", "H", "H", "H", "H", "C", "O", "C", "O", "O", "C", "H", "H", "H", "H", "H", "H"], "positions_angstrom": [[1.774981, 3.713775, 3.956231], [0.721557, 3.458035, 3.128547], [0.420540, 2.045811, 2.623347], [1.687343, 1.160427, 2.518507], [1.230822, -0.303711, 2.205094], [2.661437, -1.154808, 1.421339], [2.482056, -2.536326, 1.744083], [2.675910, -0.961887, 0.007184], [4.244193, -0.658643, 2.258373], [5.171358, -1.535652, 1.978379], [4.066438, -0.649458, 3.569778], [4.679900, 0.513272, 1.831179], [-0.016567, -0.435899, 1.309697], [-1.590813, -0.792456, 2.314376], [-1.276890, -0.936478, 3.919668], [-2.742896, 0.327476, 2.056854], [-2.293029, -2.491007, 1.738274], [-0.167686, 0.600368, 0.335511], [-0.254161, 2.113705, 0.932153], [0.692123, 2.881799, 0.186753], [-1.530602, 2.734551, 0.851510], [1.844900, 3.306004, 4.972414], [2.581882, 4.356047, 3.586901], [0.047722, 4.276456, 2.849638], [-0.351054, 1.568248, 3.260914], [2.280899, 1.595458, 1.697314], [2.291907, 1.185633, 3.430026], [1.116501, -0.814372, 3.171178], [0.110327, -1.365593, 0.736063], [-1.092629, -0.083256, 4.351961], [-2.985106, 0.718546, 2.914938], [-7.482850, -3.692374, -2.122282], [-6.568819, -2.697761, -2.581766], [-5.953890, -2.024646, -1.603737], [-6.113168, -2.193724, -0.423004], [-5.135289, -1.134237, -2.166458], [-4.404017, -0.336668, -1.233100], [-7.914009, -4.164918, -3.001565], [-6.964555, -4.449795, -1.535438], [-8.283693, -3.239369, -1.538947], [-3.761488, -0.960539, -0.611731], [-5.081719, 0.249941, -0.613908], [-3.778637, 0.345177, -1.804672], [2.788609, 1.240132, -2.462481], [3.722241, 1.233215, -3.547346], [3.581043, 0.206018, -4.385552], [2.763121, -0.672322, -4.299125], [4.508643, 0.321299, -5.342724], [4.474553, -0.719585, -6.318151], [2.999897, 2.116804, -1.854303], [1.767367, 1.314683, -2.834337], [2.908243, 0.351229, -1.845540], [3.520057, -0.724119, -6.843149], [4.659724, -1.687874, -5.854603], [5.267278, -0.516612, -7.034271]], "forces_ev_per_angstrom": [[-0.118, 0.069, -0.044], [-0.047, -0.211, -0.266], [-0.901, -0.909, 1.655], [-0.973, 0.019, -0.462], [1.718, 1.500, 0.592], [-2.121, -2.705, -1.137], [0.384, -0.339, 1.310], [0.634, 1.783, -0.124], [0.426, 0.304, -0.202], [0.102, -0.796, -0.346], [-0.341, 0.297, 0.428], [-0.247, 0.681, 0.090], [0.370, -0.383, 0.534], [-1.820, -3.048, -0.773], [0.136, 1.616, -0.866], [1.590, 0.242, 1.255], [0.560, 0.390, 0.003], [-0.148, 0.679, 1.409], [0.797, 2.926, -1.527], [1.233, -0.753, -0.135], [-1.184, -1.327, 0.974], [1.046, -1.398, -0.938], [-1.050, 1.485, 1.060], [1.064, -0.019, -1.606], [0.158, -0.087, -0.271], [-0.088, -0.237, 0.238], [-0.297, 0.095, -0.131], [-0.175, -0.176, -0.483], [-0.448, 0.301, 0.067], [0.048, -0.307, 0.158], [-0.295, 0.224, -0.439], [-0.190, -0.217, 0.002], [0.039, 0.048, -0.008], [0.065, 0.035, -0.055], [-0.031, 0.011, -0.097], [-0.066, -0.049, -0.047], [0.267, 0.215, 0.176], [0.135, 0.146, -0.102], [-0.029, 0.103, 0.104], [0.103, -0.021, 0.104], [-0.157, -0.018, 0.084], [-0.004, -0.135, 0.076], [-0.115, -0.114, -0.200], [-0.169, 0.020, 0.323], [0.059, 0.000, -0.106], [0.021, 0.088, 0.075], [0.072, 0.054, -0.051], [0.000, 0.034, 0.040], [0.062, -0.159, -0.226], [0.148, 0.052, -0.187], [0.028, -0.122, -0.014], [-0.101, 0.011, -0.184], [-0.031, -0.087, 0.118], [-0.149, 0.012, 0.017], [0.031, 0.175, 0.134]], "nbo_charge": [-0.40, -0.16, -0.50, -0.46, -0.48, 2.06, -0.92, -0.90, 0.76, -0.28, -0.31, -0.30, -0.26, 1.72, -0.95, -0.95, -0.53, -0.65, 2.35, -0.94, -0.89, 0.21, 0.23, 0.24, 0.20, 0.26, 0.25, 0.28, 0.30, 0.49, 0.51, -0.26, -0.50, 0.98, -0.64, -0.49, -0.26, 0.19, 0.19, 0.19, 0.20, 0.19, 0.20, -0.27, -0.50, 0.98, -0.64, -0.50, -0.26, 0.19, 0.19, 0.21, 0.19, 0.19, 0.19]}

---

Record 3
{"formula": "C16H32BCl15GaO7", "method": "ωB97M-V/def2-TZVPD", "lumo_energy_ev": 1.480, "charge": -1, "orbital_gap_ev": 6.241, "species": ["C", "C", "O", "C", "C", "C", "C", "C", "Ga", "C", "O", "C", "O", "C", "C", "O", "O", "B", "O", "O", "H", "H", "H", "H", "H", "H", "H", "H", "H", "H", "H", "H", "H", "H", "H", "H", "H", "H", "H", "H", "H", "H", "H", "H", "H", "H", "H", "C", "Cl", "Cl", "Cl", "H", "C", "Cl", "Cl", "Cl", "H", "C", "Cl", "Cl", "Cl", "H", "C", "Cl", "Cl", "Cl", "H", "C", "Cl", "Cl", "Cl", "H"], "positions_angstrom": [[-7.978038, -2.217186, 2.746528], [-7.904512, -2.295514, 4.385831], [-8.389835, -1.008234, 4.906610], [-7.349734, -0.269159, 5.638127], [-5.957203, -0.020802, 4.809092], [-6.095731, 0.988454, 3.517162], [-4.668399, 1.089025, 2.656895], [-5.052954, 1.248652, 1.064076], [-3.519660, 0.803995, -0.248127], [-1.640356, 1.436250, 0.423633], [-0.851871, 1.802225, -0.785212], [0.280599, 0.879419, -0.959099], [1.464613, 1.390404, -0.209799], [2.590163, 0.467190, -0.452643], [4.072202, 1.141902, -0.075014], [4.236533, 2.298152, -0.970317], [-3.412742, -1.014925, -0.781180], [-4.381998, -1.872120, -0.071662], [-3.836658, -2.979508, 0.772490], [-5.862378, -1.771566, -0.156359], [-8.756395, -1.349258, 2.490294], [-8.453976, -3.199665, 2.299057], [-6.972803, -1.897915, 2.225940], [-6.878543, -2.654138, 4.819556], [-8.703631, -3.121007, 4.709583], [-7.071048, -0.738044, 6.691724], [-7.820921, 0.798413, 5.890330], [-5.208763, 0.512947, 5.566462], [-5.403389, -1.022769, 4.487035], [-6.273260, 2.075583, 3.971278], [-6.987721, 0.659355, 2.834153], [-4.063199, 2.056180, 3.008560], [-3.944534, 0.179051, 2.886957], [-5.346943, 2.395405, 0.916258], [-6.042163, 0.637792, 0.868317], [-3.795787, 1.676468, -1.597114], [-1.695580, 2.432888, 1.073573], [-1.107296, 0.593333, 1.067864], [0.069797, -0.217945, -0.597615], [0.571995, 0.845395, -2.107754], [2.636399, 0.111300, -1.572378], [2.390903, -0.489875, 0.196982], [4.044743, 1.471150, 1.047738], [4.896329, 0.304872, -0.213365], [5.233490, 2.433705, -1.070942], [-4.317004, -3.800231, 0.398870], [-6.105748, -0.951887, -0.713376], [5.458441, 0.725350, -4.284404], [7.120328, 0.607753, -3.681130], [5.428333, 0.605670, -6.051954], [4.442757, -0.531913, -3.558380], [5.056432, 1.700653, -3.998358], [8.162688, 0.954014, -8.628548], [7.327492, 2.515255, -8.696454], [9.202917, 0.742756, -10.047266], [9.109844, 0.819649, -7.137147], [7.410754, 0.160770, -8.631637], [8.264549, 0.303305, 0.854026], [7.713855, 1.722902, -0.052131], [6.924227, -0.825396, 1.116770], [9.596035, -0.499159, 0.003949], [8.629700, 0.637201, 1.828618], [1.163506, 2.375347, -5.016553], [0.328311, 3.936588, -5.084459], [2.203735, 2.164089, -6.435270], [2.110663, 2.240982, -3.525152], [0.411572, 1.582104, -5.019642], [8.563074, -4.400700, 2.004375], [8.976996, -2.928596, 1.109270], [9.865697, -5.594752, 1.874440], [8.232483, -4.023162, 3.703672], [7.658615, -4.828464, 1.564351]], "forces_ev_per_angstrom": [[-0.585, 0.734, -0.031], [-1.268, -1.149, -0.861], [2.450, -0.549, 0.836], [0.687, 1.236, 0.351], [0.562, 0.524, 0.149], [0.898, 0.190, 1.034], [-0.603, 0.365, -0.003], [-0.925, 0.660, 1.363], [0.187, 1.483, -0.203], [0.031, 0.345, 1.505], [2.605, -2.937, 0.612], [-0.526, 0.564, -0.610], [0.598, -1.662, -1.474], [0.438, -0.248, 0.268], [-1.793, -0.950, 0.182], [2.185, -1.212, 0.694], [-3.558, -2.638, 2.728], [1.797, 1.016, -1.004], [-2.484, -0.118, -2.839], [2.375, 1.452, -1.096], [1.642, -1.880, 0.679], [1.346, 1.870, 0.843], [-1.948, -0.953, 1.030], [-1.835, 1.011, -0.882], [1.642, 1.795, -0.518], [-0.709, 0.505, -2.132], [0.928, -2.338, -0.695], [-1.559, -1.166, -1.448], [-1.403, 2.012, 0.645], [-0.042, -2.293, -1.092], [1.785, 0.702, 1.292], [-1.335, -2.077, -0.721], [-1.690, 1.609, -0.542], [0.562, -2.359, 0.193], [1.856, 1.149, 0.418], [-0.017, -0.218, 0.050], [0.194, -2.123, -1.155], [-0.730, 1.873, -1.272], [0.060, 2.051, -0.505], [-0.772, 0.153, 2.404], [-0.159, 0.859, 2.001], [0.665, 1.595, -1.047], [0.134, -0.477, -2.051], [-1.715, 1.832, 0.077], [-2.073, -0.244, 0.272], [1.012, 1.804, 1.276], [0.803, -1.942, 1.282], [-0.171, 0.004, 0.087], [-0.127, 0.051, -0.001], [0.034, 0.019, 0.156], [0.251, 0.164, -0.163], [0.049, -0.321, -0.085], [-0.059, -0.004, 0.114], [0.073, -0.221, -0.009], [-0.123, -0.025, 0.107], [-0.148, -0.015, -0.205], [0.263, 0.273, 0.016], [-0.233, -0.080, 0.158], [0.164, -0.091, 0.130], [-0.260, 0.835, 0.047], [0.107, 0.938, -0.338], [-0.118, -0.112, -0.350], [-0.117, -0.006, 0.246], [0.087, -0.240, -0.006], [-0.095, -0.022, 0.036], [0.021, 0.244, -0.348], [0.234, 0.280, 0.004], [-0.086, 0.011, -0.144], [0.389, -1.635, 0.524], [-0.140, 0.029, 0.008], [-0.018, -0.040, -0.171], [0.310, 0.107, 0.186]], "mulliken_charge": [-0.66, -0.25, -0.38, -0.50, -0.48, -0.41, -0.53, -0.47, 0.19, -0.44, -0.37, -0.01, -0.31, -0.37, 0.06, -0.42, -0.39, 0.58, -0.57, -0.61, 0.23, 0.33, 0.05, 0.27, 0.25, 0.26, 0.28, 0.31, 0.23, 0.25, 0.22, 0.25, 0.28, 0.26, 0.08, -0.34, 0.19, 0.24, 0.30, -0.07, 0.15, 0.31, 0.23, 0.01, 0.20, 0.25, 0.30, 0.19, -0.13, -0.11, -0.11, 0.16, 0.08, -0.11, -0.14, -0.10, 0.27, 0.05, -0.12, -0.09, -0.16, 0.36, 0.00, -0.13, -0.13, -0.01, 0.30, -0.01, -0.04, -0.13, -0.13, 0.30]}